This record from OMol25 describes a cluster of 11 separate species, C48H128N10O14 in total at a distorted geometry. The level of theory is ωB97M-V with the def2-TZVPD basis set.

```
200
Properties=species:S:1:pos:R:3:forces:R:3
C -3.82887 1.96285 5.05996 -0.18 0.24 0.58
O -3.95327 0.62467 5.57240 -0.28 0.76 -1.16
C -4.96217 0.50957 6.57382 1.55 -1.10 0.96
C -4.64706 -0.84910 7.31844 -0.17 -1.12 -1.91
C -5.25321 -2.09737 6.61389 0.19 1.24 -0.64
N -5.18384 -0.91600 8.61822 -0.86 1.07 2.20
H -4.71673 2.36193 4.56953 -0.55 -0.30 0.26
H -3.06024 2.15883 4.31236 0.38 -1.14 0.08
H -3.56771 2.61851 5.89063 -0.15 0.22 0.19
H -4.79861 1.32004 7.28409 -0.10 0.21 0.32
H -5.99210 0.59006 6.22614 -0.03 -0.22 -0.39
H -3.56961 -1.01397 7.32116 0.33 0.57 -0.23
H -4.75211 -2.23740 5.65609 -0.11 -0.25 -0.08
H -6.30354 -1.85830 6.44729 -0.11 -0.29 -0.08
H -5.18970 -2.99905 7.22303 0.18 0.13 0.02
H -5.03483 -0.05966 9.13261 -0.04 0.32 0.07
H -4.73223 -1.61268 9.19335 -0.03 -0.35 -0.22
C -6.34645 3.52457 -0.35235 -0.30 -0.64 0.34
O -7.55165 2.95802 -0.81954 -0.92 -1.01 -1.19
C -7.75419 1.56867 -0.47100 1.73 0.54 0.58
C -8.07574 1.51682 0.98669 -0.86 -0.27 1.35
C -8.30072 0.13166 1.53710 1.32 -1.44 -0.24
N -9.38191 2.17762 1.19884 0.33 -0.18 -0.56
H -6.15492 4.42956 -0.92888 -0.12 0.00 0.26
H -5.51029 2.83582 -0.47296 0.19 -0.11 -0.20
H -6.46124 3.69038 0.71883 0.33 0.60 0.05
H -8.54410 1.04876 -1.01306 -0.21 0.71 -0.46
H -6.83580 1.01545 -0.66746 0.30 -0.09 -0.17
H -7.34353 2.05556 1.58813 0.31 -0.20 -0.11
H -7.41163 -0.49748 1.49464 0.46 0.18 0.43
H -8.95252 -0.48748 0.92073 -0.62 0.41 -0.22
H -8.68770 0.12607 2.55609 0.08 0.18 -0.04
H -9.94371 1.33913 1.23649 -1.11 0.44 0.12
H -9.52944 2.53935 0.26746 -0.88 0.87 0.07
C 4.93950 7.11123 -5.34858 0.50 1.23 -1.81
O 5.74191 6.38506 -4.52804 1.52 -1.49 1.09
C 7.15081 6.27560 -4.95612 -1.96 -1.31 0.80
C 7.50923 5.07566 -5.91539 -2.32 -2.15 1.52
C 7.58333 3.65326 -5.23627 -0.72 1.18 0.67
N 8.69830 5.23097 -6.58645 2.36 0.75 -1.15
H 5.52646 7.99774 -5.58873 -0.33 0.68 -0.43
H 3.99799 7.46582 -4.92914 0.06 -0.56 0.37
H 4.79966 6.58174 -6.29102 -0.57 -0.01 -0.28
H 7.49425 7.22003 -5.37827 0.00 0.12 -0.05
H 7.53617 6.10280 -3.95126 1.01 0.02 -0.32
H 6.76593 4.83626 -6.67585 -0.66 0.91 0.00
H 6.60565 3.47559 -4.78831 -0.05 -0.32 0.02
H 8.29901 3.59635 -4.41611 0.25 0.21 0.02
H 7.82951 2.86739 -5.95033 -0.12 0.27 -0.14
H 8.67548 6.05258 -7.17343 0.47 0.18 0.00
H 9.43788 5.27997 -5.90034 0.54 0.27 -0.29
C 4.53238 -6.38625 2.04107 0.94 -0.52 2.09
O 4.76874 -5.27158 2.91459 -0.36 0.65 -1.68
C 6.03123 -4.66782 2.66742 0.25 0.53 0.37
C 6.27968 -4.01683 1.27118 -2.08 1.01 -0.81
C 7.58186 -3.35171 1.08559 2.95 -0.60 1.21
N 5.33958 -2.89670 1.12690 -1.52 0.63 -0.07
H 4.23577 -6.24067 1.00236 -0.04 0.54 0.15
H 3.83648 -7.00100 2.61196 -0.39 0.01 -0.51
H 5.48350 -6.91140 2.12874 0.06 -0.62 -0.83
H 6.08872 -3.89724 3.43618 -0.03 0.47 -0.29
H 6.80306 -5.36238 2.99902 0.38 -0.40 -0.64
H 6.18347 -4.67337 0.40642 -0.31 -0.87 0.31
H 7.87484 -2.70770 0.25643 -1.30 0.03 -0.44
H 8.31505 -4.15058 0.97455 0.50 -0.11 0.40
H 7.83378 -2.76640 1.96993 0.10 -0.02 0.17
H 5.27276 -2.53334 0.18689 1.06 0.12 -0.40
H 4.35303 -3.09446 1.21462 -0.20 -0.81 0.97
C -5.38310 0.23101 -10.35806 1.01 0.01 -0.19
O -4.59430 -0.49562 -9.44394 -0.42 -1.21 1.24
C -3.28321 -0.92882 -9.85299 -0.31 1.14 -0.39
C -2.68141 -1.87674 -8.82767 -2.32 -1.73 0.46
C -3.51778 -3.20534 -8.83363 1.24 -0.37 -0.10
N -2.84385 -1.33478 -7.48487 0.48 0.20 0.19
H -6.30385 0.62027 -9.92357 0.21 -0.31 0.54
H -5.67143 -0.40184 -11.19739 0.14 0.13 -0.35
H -4.77464 1.08925 -10.64317 -0.22 0.23 -0.68
H -3.34738 -1.38808 -10.83943 0.17 0.04 -0.20
H -2.71235 -0.00025 -9.85291 0.55 0.03 -0.54
H -1.67183 -2.24003 -9.01964 0.19 0.82 -0.20
H -4.59657 -3.06452 -8.76655 0.18 0.01 0.07
H -3.12066 -3.85430 -8.05310 -0.44 0.38 0.71
H -3.24094 -3.85717 -9.66225 -0.42 0.44 -0.81
H -3.73616 -0.86208 -7.50540 -0.32 0.03 0.30
H -2.17266 -0.60336 -7.29878 0.30 0.13 0.00
C -1.36952 -0.42585 0.59518 -0.47 0.44 2.05
O -1.56089 0.28315 -0.55963 -1.29 0.67 -2.03
C -0.52843 0.14219 -1.50361 1.55 0.80 1.82
C 0.77914 0.83214 -0.92679 -1.01 -0.62 -0.52
C 0.65046 2.32414 -0.89136 -1.15 1.35 0.92
N 1.83571 0.51449 -1.78382 1.95 -0.70 -0.77
H -2.32149 -0.45601 1.12521 -0.30 -0.35 -0.26
H -0.78333 0.17157 1.29345 0.69 -0.23 0.13
H -0.97736 -1.44088 0.53166 0.16 -0.06 -0.46
H -0.40556 -0.93095 -1.64972 0.55 -0.16 -0.28
H -0.64163 0.63697 -2.46822 -1.05 0.03 0.08
H 1.04366 0.34971 0.01416 -0.35 0.50 0.44
H -0.32154 2.58070 -0.47007 -0.15 0.11 0.13
H 0.67064 2.84657 -1.84779 -0.08 -0.65 -0.60
H 1.37047 2.92224 -0.33279 0.36 -0.68 0.40
H 1.81490 -0.48941 -1.89265 0.56 -0.07 -0.81
H 1.77036 1.02082 -2.65530 0.06 -0.40 -0.30
C 7.13636 6.99000 2.51488 2.14 0.64 1.30
O 7.49737 6.24288 1.42463 -1.96 0.79 -1.00
C 6.46188 5.31214 1.11980 3.45 -1.19 -0.48
C 7.05003 4.04637 1.70597 0.09 -0.63 -0.32
C 8.37595 3.54436 1.19532 0.05 1.11 -0.64
N 6.09530 3.06238 1.43862 -2.16 -2.39 1.13
H 6.29504 7.67712 2.42470 -0.10 -0.04 -0.32
H 8.09439 7.49457 2.64017 -0.40 0.99 0.85
H 7.03331 6.33799 3.38227 -0.46 0.02 0.36
H 5.43655 5.39792 1.47958 0.14 0.87 -0.06
H 6.62247 5.27198 0.04245 -1.19 -0.46 -0.34
H 7.26521 4.07538 2.77412 -0.93 0.69 0.43
H 9.08105 4.36949 1.29592 0.54 -0.39 -0.28
H 8.17564 3.24476 0.16662 0.68 0.02 -0.26
H 8.65481 2.66900 1.78188 0.21 0.08 -0.06
H 6.44107 2.19456 1.82259 -0.45 -0.42 -0.15
H 5.83935 2.89514 0.47600 0.31 0.29 -0.18
C 0.33604 2.58062 -6.74371 0.62 0.41 1.09
O 1.02473 1.37487 -6.73872 0.47 -0.47 -0.47
C 2.41070 1.46730 -7.05026 -0.82 -1.18 -0.88
C 2.74885 0.01494 -7.40850 1.17 0.10 0.20
N 2.87866 -0.79633 -6.20822 -1.32 0.56 0.59
C 3.21694 -2.16311 -6.36583 1.34 -1.60 0.11
C 3.60035 -2.79608 -4.97630 -1.99 0.70 -0.13
O 2.48882 -2.87646 -3.93985 1.05 -0.69 -2.01
C 1.57441 -3.96720 -4.22028 0.57 -0.19 0.68
H 0.82750 3.20652 -5.99884 -0.50 0.38 0.64
H -0.67855 2.29792 -6.46302 -0.08 0.68 -0.23
H 0.45543 3.19805 -7.63400 -0.43 -0.47 -0.69
H 2.99144 1.91844 -6.24571 0.08 -0.26 0.23
H 2.55345 2.06176 -7.95268 -0.07 0.30 -0.16
H 3.68229 -0.05181 -7.96738 0.30 0.19 0.10
H 1.99439 -0.35490 -8.10282 -0.37 0.05 -0.06
H 1.93782 -0.91786 -5.86158 -0.36 0.97 0.68
H 4.14971 -2.21990 -6.92693 0.29 -0.15 -0.14
H 2.49883 -2.72124 -6.96657 -0.37 -0.37 0.10
H 4.33432 -2.04368 -4.68769 -0.08 -0.40 1.01
H 4.02222 -3.79640 -5.07382 0.07 0.08 -0.08
H 1.33781 -4.53586 -3.32097 -0.24 0.82 0.74
H 2.00677 -4.82532 -4.73484 0.41 0.48 -1.01
H 0.63745 -3.64357 -4.67355 0.18 0.11 -0.21
C -1.61994 -15.50508 6.40836 0.85 -0.89 0.76
O -2.77906 -14.68729 6.58001 0.63 -0.80 -1.92
C -3.13777 -14.01230 5.35084 0.57 0.84 0.84
C -4.17501 -12.98049 5.74202 -1.30 0.45 -0.73
N -4.35372 -11.89635 4.74165 0.75 -0.99 0.07
C -3.25947 -10.93939 4.73028 -0.15 1.20 -0.19
C -3.38802 -9.81451 3.68208 0.52 0.25 -0.28
O -2.14722 -8.99568 3.64652 -1.24 -1.58 1.15
C -1.91697 -8.31721 2.45696 -0.71 -0.84 -1.46
H -0.73262 -15.10787 6.90128 -0.27 0.41 0.62
H -1.15475 -15.77558 5.46045 -1.05 0.86 -1.14
H -1.76634 -16.51901 6.78066 -0.48 0.14 0.64
H -3.42836 -14.63292 4.50319 -0.28 -0.51 0.35
H -2.25429 -13.47208 5.01063 0.21 0.07 -0.09
H -3.95720 -12.66383 6.76201 0.38 0.48 0.05
H -5.18157 -13.39186 5.81768 0.10 -0.57 0.02
H -5.30262 -11.55344 4.78743 0.34 0.49 0.08
H -2.33449 -11.46818 4.50031 0.00 0.03 0.14
H -3.16138 -10.43496 5.69155 0.30 -0.06 0.37
H -4.25652 -9.17783 3.85071 0.08 0.42 0.59
H -3.67826 -10.27274 2.73663 0.83 -0.12 -0.54
H -0.99516 -7.73566 2.44345 -0.37 0.34 0.69
H -2.82373 -7.80718 2.13177 0.15 0.91 0.18
H -1.77402 -9.01557 1.63237 0.18 -0.52 -0.20
C 0.42673 8.98070 3.15626 0.65 0.20 0.53
O -0.34290 9.97755 3.83162 -0.50 -0.25 -1.11
C 0.35146 11.16993 4.22475 1.07 -2.06 2.08
C 1.20127 10.79507 5.49175 -1.27 0.91 0.48
N 0.29419 10.51556 6.62813 0.10 1.30 0.17
C 0.68797 9.40200 7.43537 -0.45 -0.22 0.56
C -0.36521 9.12972 8.60820 0.48 -0.61 -2.03
O -1.59773 8.87440 7.97598 -1.76 -1.36 -1.00
C -1.80969 7.46795 7.63099 1.07 1.02 0.23
H 1.32449 8.81953 3.75303 0.35 -0.14 -0.35
H 0.68193 9.18496 2.11641 0.16 0.81 -0.03
H -0.03181 7.99676 3.05781 -0.84 0.28 0.68
H -0.41193 11.82350 4.64687 0.03 0.39 -0.81
H 1.04037 11.56441 3.47782 -0.50 0.26 -0.35
H 1.78725 11.64712 5.83632 0.28 0.23 -0.45
H 1.92173 9.99958 5.30143 -0.15 -0.37 -0.08
H -0.67978 10.37381 6.40144 0.06 0.01 -0.61
H 1.72804 9.49958 7.74653 -0.05 0.18 0.49
H 0.69359 8.61968 6.67639 -0.01 -1.41 0.72
H -0.63703 9.95386 9.26776 0.96 0.19 0.01
H -0.11400 8.21122 9.13863 0.54 0.23 0.49
H -1.75586 6.88890 8.55289 -0.25 -0.18 0.03
H -1.00786 7.12679 6.97619 0.22 -0.04 -0.03
H -2.72818 7.27267 7.07750 -0.18 0.62 0.38
C -6.23672 -4.47989 -1.89851 -0.04 -1.23 0.24
C -5.36631 -3.69824 -2.84250 -0.74 1.70 -1.70
O -4.20448 -4.31849 -3.30242 1.48 -1.71 0.88
H -6.42072 -5.51073 -2.20115 0.82 -0.30 -0.19
H -7.29003 -4.21772 -1.79897 0.21 1.19 -0.10
H -5.77503 -4.47373 -0.91113 -0.15 -0.19 0.07
H -5.10934 -2.74093 -2.38904 0.01 0.16 0.31
H -5.81843 -3.44137 -3.80046 -1.29 0.23 0.33
H -3.89079 -3.93705 -4.12564 -0.28 0.19 0.13
```
Positions in Å, forces in eV/Å.

Summary:
**Calculated total energy**: -95400.8059 eV
**SMILES**: COC[C@H](C)N.COC[C@H](C)N.COC[C@H](C)N.COC[C@H](C)N.COC[C@H](C)N.COC[C@H](C)N.COC[C@H](C)N.COCCNCCOC.COCCNCCOC.COCCNCCOC.CCO
**Gap between HOMO and LUMO**: 8.49 eV

Atom charges from the Löwdin analysis, given in e for atoms 1 to 2:
1. C -0.103
2. O -0.191